Formula: C30H32BaClN3SSi2
Source: the OMol25 dataset
Level of theory: wB97M-V/def2-TZVPD

Structure (XYZ):
```
70
Properties=species:S:1:pos:R:3:forces:R:3
C 0.95520 1.62287 0.53247 -0.0936 0.1243 -0.0906
C 1.73337 1.24200 -0.58572 -0.0696 0.3035 -0.0990
C 1.49555 2.18139 -1.62441 -0.2257 0.1213 0.1878
H 2.45361 0.42429 -0.61345 -0.2553 0.2053 -0.0249
C 0.54957 3.13526 -1.14722 0.0851 -0.2815 0.1901
C 0.20566 2.78075 0.18682 0.3976 -0.1867 -0.1117
H -0.41457 3.35512 0.87478 0.0981 -0.1331 -0.2659
H 1.02228 1.16986 1.52194 -0.1653 0.0758 -0.3234
H 2.02061 2.23289 -2.57937 -0.2428 -0.0979 0.2563
H 0.22922 4.03989 -1.66063 0.0298 -0.2770 0.0361
Ba -1.11638 0.63601 -1.54319 0.3690 0.2929 0.4302
Si -1.26770 0.25117 -6.11738 0.0541 0.7690 -2.4584
C -0.69481 -1.33249 -6.99953 -0.0439 0.6363 0.5377
C -1.58778 -2.35836 -7.30773 0.2064 -0.4643 -0.2708
H -2.64079 -2.28409 -7.02131 0.3557 -0.0387 -0.0193
C -1.13466 -3.48532 -8.00677 -0.0434 0.2855 0.3099
H -1.82395 -4.30418 -8.19896 0.1462 0.0955 -0.0565
C 0.19392 -3.55564 -8.42334 0.0434 -0.0858 -0.0217
H 0.56252 -4.45594 -8.92419 -0.1569 0.3544 0.0557
C 1.06420 -2.49382 -8.17639 0.1302 0.0191 0.1508
H 2.10149 -2.54123 -8.50868 -0.2517 -0.0431 0.0331
C 0.62984 -1.38915 -7.44584 -0.1791 -0.3841 -0.1890
H 1.31043 -0.56360 -7.22853 -0.1260 -0.2607 -0.0615
C -2.81461 0.61550 -7.13376 -0.0801 0.8599 -0.0886
C -2.60825 0.60043 -8.52935 -0.3880 -0.4510 0.1178
H -1.58755 0.65264 -8.92245 -0.3382 -0.2332 0.0990
C -3.68222 0.44586 -9.40475 -0.0208 0.2263 0.1493
H -3.49502 0.36247 -10.47675 -0.1209 0.0570 0.2779
C -4.98735 0.38567 -8.89864 0.2040 -0.0169 0.1987
H -5.82451 0.20570 -9.57484 0.1999 0.0730 0.2156
C -5.20457 0.58306 -7.53067 0.0511 0.2414 -0.3014
H -6.22030 0.59309 -7.13303 0.2199 0.0722 -0.1498
C -4.12412 0.77181 -6.66148 -0.2367 -0.4059 -0.5029
H -4.31619 1.01074 -5.61876 -0.0079 -0.3979 -0.3653
H -0.26109 1.27121 -6.48365 0.3873 0.0511 -0.2465
Si -0.11846 -3.66612 -3.88918 0.7513 2.1776 0.2800
C -1.04045 -2.02013 -3.81811 0.6311 1.1717 -0.3446
C -0.49472 -0.75800 -4.09757 1.7133 -2.4334 2.5327
H 0.59056 -0.61585 -4.15541 -0.4420 -0.0746 -0.2122
C -1.36426 0.41070 -4.30117 0.2016 1.3920 -2.0621
H -0.90787 1.41790 -4.12291 -0.1542 -0.5121 0.3722
C -2.77491 0.24155 -3.92651 -1.9667 -0.4112 1.8947
H -3.40397 1.13885 -3.90514 0.1360 -0.4954 -0.0951
C -3.27651 -1.03043 -3.72529 -0.0609 1.4156 -0.0057
H -4.35714 -1.17533 -3.61492 0.3582 0.1267 0.1285
C -2.43119 -2.14574 -3.69424 -0.5834 -1.4694 0.0464
H -2.86128 -3.13916 -3.56605 -0.0119 0.2284 -0.0073
C 1.60366 -3.42798 -4.54705 -0.0350 -0.3918 0.1440
C 2.46110 -2.43108 -4.06001 0.3559 -0.1056 -0.4194
H 2.13509 -1.74751 -3.26883 0.1276 -0.2864 -0.2645
C 3.74137 -2.29586 -4.60537 -0.0212 0.0536 0.0603
H 4.38900 -1.49262 -4.25659 -0.0912 -0.1835 -0.0298
C 4.20095 -3.17577 -5.59132 -0.4600 -0.2400 0.1571
H 5.21398 -3.08853 -5.99148 -0.3610 0.0347 0.1169
C 3.35443 -4.19697 -6.03614 0.0107 0.0159 -0.0167
H 3.69570 -4.89853 -6.79650 -0.0147 0.1593 0.1420
C 2.05916 -4.32101 -5.52573 0.3047 0.3836 -0.0335
H 1.38148 -5.08994 -5.91282 0.3269 0.2361 0.1343
H -0.86461 -4.53063 -4.71298 -0.6696 -1.0085 -0.7290
Cl 0.00410 -4.45009 -2.00673 -0.0444 -0.3139 0.5226
N -2.62267 0.10722 1.30279 -0.4291 -0.1830 0.0419
N -1.75346 -0.38692 2.33622 0.4311 0.0470 -0.5923
C -0.66779 -1.06516 1.85701 0.0892 -0.0131 0.1547
N 0.34968 -1.17378 2.75716 -0.2610 -0.4196 -0.1639
S -0.66424 -1.73899 0.29980 0.4245 -0.3709 1.2698
H -3.05581 -0.73619 0.89863 0.1081 0.3844 0.2655
H -3.36047 0.62146 1.77646 -0.0224 -0.0865 0.0114
H -1.57891 0.28140 3.08368 -0.0877 -0.1029 -0.3853
H 1.12861 -1.76883 2.50195 -0.2791 0.1255 0.0003
H 0.15326 -1.09778 3.75437 0.0936 0.0434 -0.5126
```
Forces are in eV/Å.

Electronic energy, eV: -75905.8097
HOMO, eV: -5.166
Orbital gap, hartree: 0.175
Multiplicity: 1
Lowest unoccupied orbital energy, eV: -0.41
Energy relative to the best compared isomer or geometry (same formula, charge and spin), kJ/mol: 0.0

Per-atom Mulliken charges, elementary charge units:
1. C -0.138
2. C -0.619
3. C -0.419
4. H 0.345
5. C -0.718
6. C -0.831
7. H 0.402
8. H 0.536
9. H 0.375
10. H 0.395
11. Ba 1.405
12. Si -0.323
13. C 0.275
14. C 0.135
15. H 0.384
16. C -0.727
17. H 0.387
18. C -0.543
19. H 0.382
20. C -0.461
21. H 0.434
22. C -0.325
23. H 0.366
24. C 0.782
25. C -0.603
26. H 0.332
27. C -0.458
28. H 0.380
29. C -0.509
30. H 0.361
31. C -0.549
32. H 0.379
33. C -0.371
34. H 0.197
35. H -0.375
36. Si -0.222
37. C 1.814
38. C -0.605
39. H -0.224
40. C -0.409
41. H 0.353
42. C -1.151
43. H 0.697
44. C -0.414
45. H 0.453
46. C -1.134
47. H 0.348
48. C 0.753
49. C -0.346
50. H 0.607
51. C -0.692
52. H 0.395
53. C -0.475
54. H 0.385
55. C -0.570
56. H 0.384
57. C -0.342
58. H 0.317
59. H -0.148
60. Cl -0.355
61. N -0.393
62. N -0.181
63. C 0.211
64. N -0.410
65. S -0.203
66. H 0.313
67. H 0.232
68. H 0.278
69. H 0.239
70. H 0.215